Entry 1:
Below is a 14-piece molecular cluster, C2H34N2O13 overall, with properties calculated with the ωB97M-V functional and the def2-TZVPD basis.

Summary:
molecular weight: 294.30 g mol⁻¹
total charge: +1
ΔE to the lowest compared entry with this formula, charge and spin: 65.08 kcal/mol
<S²>: 0.7572
multiplicity: 2
gap between HOMO and LUMO (spin up / spin down): 9.17 / 3.85 eV
E_HOMO (spin up / spin down): -12.90 / -12.90 eV

Positions of all 51 atoms, in Å:
C -1.1189 2.4161 -0.6923
C -1.8488 2.2016 0.5855
N -1.7100 0.8563 1.0422
N 0.1620 1.6545 -0.6987
H -1.6709 2.1707 -1.6993
H -0.8542 3.5492 -0.6993
H -1.7074 2.8600 1.5224
H -2.9612 2.5340 0.1042
H -2.1991 0.7257 1.8833
H -1.8771 0.2373 0.3433
H 0.1880 0.7300 -0.9057
H 0.6981 1.7176 0.1685
H -1.5268 -2.5724 2.5784
H -1.6614 -1.1306 3.1218
O -2.1254 -1.7536 2.7105
H -0.1141 0.7296 2.8888
H 0.9654 -0.3420 3.2607
O 0.2739 -0.0638 2.6921
H 1.9120 2.0819 -3.3422
H 1.5087 2.2402 -1.7028
O 2.0907 2.2791 -2.4597
H 1.9771 1.7742 3.8128
H 3.1551 0.9189 3.4038
O 2.4125 0.9224 3.9909
H 1.8219 3.7832 1.7825
H 1.6476 2.4808 1.2176
O 2.1167 2.8922 1.9773
H -3.1606 1.6682 -2.2883
H -3.6015 1.5348 -3.6814
O -3.3382 2.1658 -3.0198
H 0.6133 -0.9273 1.3561
H 1.7306 -1.3469 0.6321
O 0.8010 -1.4514 0.5541
H 3.5564 0.5347 -1.6067
H 3.7900 1.9429 -2.0538
O 4.2836 1.2400 -1.5829
H -1.1422 -5.1188 -0.9451
H -2.1767 -4.4595 -1.8491
O -2.1040 -4.7775 -0.9176
H 4.0778 -1.6409 -1.6179
H 4.6317 -1.1609 -0.2823
O 3.7878 -1.4486 -0.7141
H -3.1326 -2.3504 -0.0823
H -4.0567 -2.3829 -1.3469
O -3.7066 -1.7709 -0.5764
H 1.3650 -4.5439 -0.6311
H 0.5759 -3.2789 -0.2122
O 0.5684 -4.0530 -0.7810
H -0.1911 -1.1739 -1.5551
H -1.7751 -1.4885 -1.6554
O -0.9506 -1.6051 -2.0297

=====

Entry 2:
Below is a 2-piece molecular cluster, C11H15N overall, with properties calculated with the ωB97M-V functional and the def2-TZVPD basis.

Summary:
molecular weight: 161.25 g mol⁻¹
ΔE to the lowest compared entry with this formula, charge and spin: 25.90 kcal/mol
multiplicity: 1
gap between HOMO and LUMO: 9.07 eV
E_HOMO: -8.16 eV
SMILES: Cc1c[nH]c2ccccc12.CC

Positions of all 27 atoms, in Å:
C 1.6785 3.2327 0.2712
C 1.4037 2.9798 -1.2054
H 1.9813 2.3300 0.7907
H 2.5100 3.9212 0.4236
H 0.7749 3.6048 0.7529
H 1.8716 2.0471 -1.5042
H 1.7711 3.7929 -1.8424
H 0.3426 2.8322 -1.4115
C -0.9844 -3.2720 -1.6510
C -0.5556 -1.5290 0.2797
C -0.6713 -1.9313 -1.1018
C -0.3875 -0.1519 0.2687
C -0.6621 -0.8179 -1.8646
C -0.6123 -2.2411 1.4895
C -0.4952 -1.5484 2.6372
C -0.2148 -0.1543 2.6309
C -0.2838 0.5947 1.4966
N -0.3727 0.3378 -1.0564
H -0.6682 -3.3231 1.4962
H -0.6835 -2.0622 3.5724
H 0.0173 0.2411 3.6170
H -1.7991 -3.1026 -2.3840
H -1.6021 -4.0022 -1.0821
H -0.8199 -0.7064 -2.9127
H -1.0617 1.0817 -1.0887
H -0.2912 1.6752 1.4851
H -0.1856 -3.8287 -2.1070

=====

Entry 3:
Below is a 6-piece molecular cluster, C19H47Br2NO6 overall, with properties calculated with the ωB97M-V functional and the def2-TZVPD basis.

Summary:
molecular weight: 545.39 g mol⁻¹
multiplicity: 1
gap between HOMO and LUMO: 9.40 eV
E_HOMO: -9.36 eV
SMILES: C[N+](=O)[O-].BrCCBr.CCOCC.CCOCC.CCOCC.CCOCC

Positions of all 75 atoms, in Å:
C -2.6607 16.3005 17.6743
N -3.6948 15.2417 17.8260
O -4.2581 14.9561 16.7890
O -3.8717 14.7478 18.9080
H -2.0978 16.4739 18.5892
H -3.0477 17.2688 17.3685
H -1.9764 15.9498 16.9066
Br -7.2570 4.8380 16.8746
C -8.2033 3.4278 15.8543
C -7.1564 2.3597 15.6105
Br -8.0492 0.9810 14.5067
H -8.6211 3.7851 14.9222
H -8.9313 2.9443 16.4992
H -6.8017 1.8182 16.4796
H -6.2977 2.6899 15.0338
C -6.1054 8.1785 15.3319
C -6.7730 8.7469 16.5875
O -7.2020 10.0791 16.4747
C -6.1861 11.0675 16.5666
C -6.9079 12.4107 16.4976
H -5.9911 7.0992 15.3552
H -6.5983 8.6105 14.4616
H -5.0931 8.5968 15.3658
H -7.6786 8.1715 16.8074
H -6.1061 8.6346 17.4542
H -5.6067 10.9750 17.4931
H -5.5518 10.9400 15.6808
H -6.2108 13.2293 16.6840
H -7.8487 12.4513 17.0396
H -7.2310 12.5655 15.4612
C -2.6231 9.8838 16.6490
C -2.4180 11.3753 16.8574
O -1.4651 11.8047 15.9059
C -1.4655 13.1958 15.6681
C -2.4282 13.5404 14.5250
H -1.7156 9.2766 16.6479
H -3.0884 9.4424 17.5394
H -3.2354 9.6439 15.7845
H -3.3606 11.9272 16.7374
H -2.0996 11.6418 17.8743
H -1.7535 13.7343 16.5769
H -0.4568 13.4462 15.3368
H -2.3891 14.6022 14.2722
H -3.4612 13.3900 14.8399
H -2.1002 12.8969 13.7115
C -11.2638 7.1791 19.2072
C -10.4073 8.1681 18.4215
O -10.6563 9.4904 18.8592
C -10.4080 10.4864 17.8926
C -10.7363 11.8156 18.5853
H -11.1721 7.3734 20.2766
H -12.2909 7.1310 18.8530
H -10.8709 6.1600 19.1300
H -9.3643 7.8640 18.5619
H -10.6505 8.1916 17.3537
H -9.3494 10.5019 17.6167
H -11.0005 10.3259 16.9853
H -11.8107 11.9677 18.7032
H -10.3664 12.6618 18.0035
H -10.3140 11.8254 19.5877
C -4.2833 10.5959 20.5849
C -4.4784 9.3350 21.4433
O -4.8605 8.2478 20.6104
C -6.2704 8.0503 20.4241
C -6.4598 6.6033 20.0074
H -4.1508 11.4485 21.2599
H -3.4138 10.5265 19.9310
H -5.1433 10.8006 19.9485
H -3.5749 8.9936 21.9451
H -5.2643 9.6325 22.1485
H -6.8159 8.1774 21.3641
H -6.5490 8.8092 19.6903
H -5.9010 6.2976 19.1193
H -7.5224 6.4723 19.7882
H -6.1003 5.9010 20.7580

=====

Entry 4:
Below is C27H64BN2O5Sn as an isolated structure, with properties calculated with the ωB97M-V functional and the def2-TZVPD basis.

Summary:
molecular weight: 626.34 g mol⁻¹
total charge: +2
<S²>: 0.7543
multiplicity: 2
gap between HOMO and LUMO (spin up / spin down): 5.73 / 4.95 eV
E_HOMO (spin up / spin down): -13.42 / -13.42 eV

Positions of all 100 atoms, in Å:
Sn -0.2772 -3.6779 0.7049
B -0.1191 -0.9663 -0.6410
H 0.8973 -1.2965 -0.4921
H -0.5848 -0.8110 0.3199
H -0.0913 -0.0467 -1.2047
H -0.6562 -1.7112 -1.2074
C 3.3559 3.7221 3.9432
C 2.0024 4.1502 3.3932
N 0.9230 3.1258 3.6112
C 0.6380 2.8985 5.0524
C 0.2622 4.1515 5.7976
C 1.1055 1.9178 2.8396
C -0.0141 0.8464 2.8743
H 4.0753 4.5075 3.7116
H 3.5997 2.7871 3.4387
H 3.3080 3.5670 5.0210
H 1.5959 5.0972 3.7484
H 1.9716 4.2756 2.3109
H -0.1355 2.1563 5.2495
H 1.5387 2.4927 5.5131
H 1.0153 4.9302 5.6769
H -0.6647 4.6355 5.4900
H -0.0029 3.8938 6.8230
H 1.9518 1.4545 3.3469
H 1.3716 2.1844 1.8168
H -0.1118 0.4611 3.8893
H 0.2542 0.0132 2.2247
H -1.0156 1.1601 2.5802
C -3.5498 -1.2310 1.3513
C -3.8629 -2.0568 0.0719
N -3.4244 -3.4521 0.1568
C -3.8447 -4.0976 -1.1043
C -3.0498 -3.5719 -2.2932
C -4.0217 -4.2984 1.2843
C -5.5558 -4.1506 1.3613
H -3.9119 -0.2040 1.3035
H -2.4745 -1.0870 1.4568
H -3.9286 -1.6548 2.2813
H -4.9281 -2.0494 -0.1595
H -3.4115 -1.4974 -0.7476
H -3.7678 -5.1830 -1.0391
H -4.8972 -3.9590 -1.3516
H -2.0074 -3.4897 -1.9852
H -3.0723 -4.3413 -3.0650
H -3.5211 -2.7078 -2.7614
H -3.6596 -3.8064 2.1870
H -3.6541 -5.3238 1.2466
H -6.0372 -4.2875 0.3930
H -5.8425 -3.1674 1.7346
H -5.9666 -4.9212 2.0136
C -0.0235 -3.6653 -4.6084
C 0.7396 -3.7806 -3.2858
O 0.2097 -4.3541 -2.3356
C 2.1862 -3.3353 -3.2301
H 0.0614 -2.6892 -5.0860
H -1.0657 -3.8817 -4.3737
H 0.3528 -4.4302 -5.2877
H 2.7194 -3.4013 -4.1785
H 2.7074 -3.9850 -2.5271
H 2.2202 -2.3135 -2.8521
C 0.5578 0.4842 -4.2360
C 1.9980 0.1017 -4.4932
O 2.3405 -0.5932 -5.4640
C 2.9770 0.4069 -3.4370
H 0.1867 -0.3860 -3.6946
H 0.0724 0.7768 -5.1671
H 0.4848 1.2997 -3.5164
H 3.9488 -0.0868 -3.4324
H 2.5616 0.2985 -2.4351
H 3.1025 1.4836 -3.5519
C 1.1178 3.3295 -0.7538
C 2.6750 3.3213 -0.6317
O 3.2041 2.8553 0.3794
C 3.4051 3.9189 -1.8338
H 0.8029 3.8661 -1.6488
H 0.6496 3.7874 0.1175
H 0.7248 2.3130 -0.7306
H 4.4364 3.5935 -1.9704
H 3.5433 4.9945 -1.7231
H 2.8763 3.7221 -2.7663
C 3.9053 -0.4850 2.6677
C 3.1926 -1.2098 1.5059
O 2.3577 -2.0753 1.6774
C 3.6615 -0.9229 0.0866
H 4.9175 -0.8894 2.6585
H 3.4159 -0.7338 3.6094
H 3.9046 0.5971 2.5372
H 2.9970 -1.3632 -0.6568
H 4.6529 -1.3715 0.0230
H 3.6202 0.1568 -0.0573
C -2.5896 1.6778 -2.6174
C -3.2163 2.0680 -1.3278
O -4.3912 2.3802 -1.3200
C -2.3646 2.0832 -0.0844
H -3.3228 1.7520 -3.4206
H -2.0738 0.7213 -2.5332
H -1.7677 2.3658 -2.8154
H -2.9258 1.7487 0.7882
H -2.0008 3.0997 0.0652
H -1.5497 1.3685 -0.1992

=====

Entry 5:
Below is C34H45O2RhSe as an isolated structure, with properties calculated with the ωB97M-V functional and the def2-TZVPD basis.

Summary:
molecular weight: 667.60 g mol⁻¹
ΔE to the lowest compared entry with this formula, charge and spin: 19.47 kcal/mol
multiplicity: 1
gap between HOMO and LUMO (spin up / spin down): 6.46 / 6.44 eV
E_HOMO (spin up / spin down): -7.59 / -7.62 eV

Positions of all 83 atoms, in Å:
Rh 0.0156 -0.0254 -0.3317
C -5.1137 -2.9802 4.6844
C -3.6529 -3.4009 4.4753
C -2.8551 -3.0066 5.7178
C -3.5812 -4.9263 4.3196
C -3.1046 -2.7341 3.2141
C -2.0013 -1.9091 3.2116
C -1.5643 -1.3521 2.0089
Se -0.0194 -0.2327 2.0569
C 1.4095 -1.5034 1.9809
C 1.7048 -2.2101 3.1420
C 2.7245 -3.1415 3.1250
C 3.3817 -3.3169 1.9052
C 3.1159 -2.6175 0.7334
C 2.1179 -1.6217 0.7892
O 1.8704 -0.8171 -0.2567
C 3.9377 -3.0074 -0.5133
C 3.5492 -2.3009 -1.8165
C 5.4195 -2.7038 -0.2438
C 3.7669 -4.5158 -0.7581
C 3.1346 -3.9654 4.3448
C 2.3086 -3.5993 5.5775
C 4.6145 -3.7108 4.6593
C 2.9266 -5.4577 4.0508
C -2.2091 -1.5271 0.7960
O -1.7909 -0.9282 -0.3290
C -3.3294 -2.3911 0.7753
C -3.7267 -2.9570 1.9771
C -4.0565 -2.7065 -0.5398
C -3.0768 -3.3590 -1.5258
C -4.6400 -1.4208 -1.1444
C -5.2149 -3.6834 -0.3262
H -5.5154 -3.4446 5.5888
H -5.1921 -1.8959 4.7920
H -5.7431 -3.2812 3.8450
H -3.2792 -3.5001 6.5944
H -1.8083 -3.3126 5.6396
H -2.8881 -1.9283 5.8933
H -3.9568 -5.4183 5.2209
H -4.1801 -5.2715 3.4745
H -2.5504 -5.2494 4.1559
H -1.4605 -1.6896 4.1241
H 1.1242 -2.0268 4.0381
H 4.1627 -4.0681 1.8639
H 3.7119 -1.2268 -1.7685
H 4.1703 -2.7118 -2.6176
H 2.5042 -2.4705 -2.0745
H 5.5637 -1.6379 -0.0533
H 5.7981 -3.2544 0.6195
H 6.0233 -2.9797 -1.1124
H 2.7192 -4.7560 -0.9524
H 4.3528 -4.8156 -1.6305
H 4.0984 -5.1184 0.0881
H 2.4340 -2.5482 5.8496
H 1.2437 -3.7917 5.4216
H 2.6330 -4.2046 6.4262
H 4.7890 -2.6531 4.8687
H 4.9203 -4.2889 5.5353
H 5.2580 -3.9991 3.8260
H 1.8811 -5.6612 3.8083
H 3.5376 -5.7896 3.2088
H 3.2009 -6.0588 4.9219
H -4.5821 -3.6191 1.9629
H -2.2470 -2.6952 -1.7578
H -2.6746 -4.2849 -1.1074
H -3.5960 -3.6023 -2.4571
H -3.8565 -0.7076 -1.3922
H -5.1949 -1.6606 -2.0558
H -5.3295 -0.9471 -0.4409
H -4.8735 -4.6437 0.0677
H -5.9726 -3.2790 0.3495
H -5.6971 -3.8726 -1.2871
C 0.0257 4.6075 -0.0063
C 1.1931 3.8960 0.2465
C 1.1999 2.5075 0.1559
C 0.0297 1.8584 -0.2112
C -1.1463 2.5460 -0.4514
C -1.1376 3.9356 -0.3569
H 0.0218 5.6868 0.0749
H 2.0999 4.4185 0.5246
H 2.1046 1.9459 0.3517
H -2.0558 2.0191 -0.7153
H -2.0496 4.4877 -0.5461

=====

Entry 6:
Below is C32H26N9O8P2SeZr as an isolated structure, with properties calculated with the ωB97M-V functional and the def2-TZVPD basis.

Summary:
molecular weight: 896.75 g mol⁻¹
total charge: +1
ΔE to the lowest compared entry with this formula, charge and spin: 37.75 kcal/mol
multiplicity: 1
gap between HOMO and LUMO: 6.59 eV
E_HOMO: -10.03 eV

Positions of all 79 atoms, in Å:
Zr 0.2649 -0.2711 0.1168
O -1.0136 0.8296 3.6605
P 0.1567 -0.1446 3.1988
O 0.8114 -0.8800 4.2660
O -0.4356 -0.8714 1.9584
O 1.1248 0.9577 2.4246
P 2.3962 0.4921 1.5010
O 3.6884 1.1601 2.0441
O 2.2587 -0.9916 1.4413
O 1.9665 1.0735 0.1592
H -1.0238 0.9315 4.6213
H 4.2075 0.6282 2.6649
C -13.6874 -1.3910 0.1718
O -12.9506 -0.1772 0.1986
C -11.6079 -0.2484 0.1559
C -10.9341 0.9775 0.1707
C -9.5593 1.0100 0.1341
C -8.8176 -0.1751 0.0831
C -9.4978 -1.3879 0.0608
C -10.8811 -1.4343 0.0965
C -7.3608 -0.1843 0.0497
N -6.6173 -1.2105 -0.2984
C -5.3280 -0.7834 -0.1785
C -5.2774 0.5260 0.2498
N -6.5894 0.9000 0.3939
C -4.0556 1.2140 0.4767
C -3.9471 2.5233 0.9718
C -2.7073 3.0607 1.1939
C -1.5782 2.2929 0.9030
N -1.6582 1.0704 0.4082
C -2.8662 0.5062 0.2017
C -2.9029 -0.8604 -0.2717
N -1.7166 -1.4905 -0.5107
C -1.7428 -2.7664 -0.8688
C -2.9280 -3.4884 -1.0405
C -4.1301 -2.8613 -0.8344
C -4.1320 -1.5163 -0.4336
H -14.7332 -1.1035 0.2105
H -13.4503 -2.0149 1.0362
H -13.4976 -1.9470 -0.7488
H -11.5171 1.8877 0.2012
H -9.0720 1.9785 0.1167
H -8.9320 -2.3082 0.0183
H -11.3792 -2.3927 0.0799
H -6.9440 1.7757 0.7351
H -4.8379 3.0979 1.1917
H -2.5860 4.0576 1.5917
H -0.5842 2.6759 1.0798
H -0.7837 -3.2325 -1.0426
H -2.8715 -4.5266 -1.3340
H -5.0751 -3.3726 -0.9618
N -0.2611 0.3025 -4.2529
C -0.5938 -0.1902 -3.0689
N -0.1618 0.6346 -2.1208
C 0.4528 1.6418 -2.8320
N 0.4049 1.4587 -4.1272
C 1.0800 2.8339 -2.2524
C 2.0991 3.4951 -2.9358
N 2.6658 4.5868 -2.4455
C 2.2191 5.0136 -1.2714
C 1.2058 4.3520 -0.5912
N 0.6280 3.2615 -1.0793
H -0.4399 -0.0839 -5.1654
H -1.1106 -1.1208 -2.9202
H 2.4562 3.1239 -3.8883
H 2.6755 5.9054 -0.8592
H 0.8561 4.7156 0.3687
Se 1.4914 -2.0036 -1.4716
C 1.8418 -3.5808 -0.4343
C 2.6896 -4.5356 -0.9917
C 2.9542 -5.7113 -0.3090
C 2.3756 -5.9485 0.9306
C 1.5322 -4.9997 1.4842
C 1.2612 -3.8175 0.8071
H 3.1478 -4.3574 -1.9563
H 3.6186 -6.4442 -0.7483
H 2.5845 -6.8669 1.4628
H 1.0834 -5.1665 2.4552
H 0.6194 -3.0832 1.2714

=====

Entry 7:
Below is a 4-piece molecular cluster, C21H33BrN3O14S3 overall, with properties calculated with the ωB97M-V functional and the def2-TZVPD basis.

Summary:
molecular weight: 727.61 g mol⁻¹
total charge: +1
multiplicity: 1
gap between HOMO and LUMO: 9.00 eV
E_HOMO: -13.02 eV

Positions of all 75 atoms, in Å:
C -3.0718 -0.1144 1.4555
C -1.5053 -0.3621 1.5180
C -0.9942 -0.9271 0.1622
C 0.5497 -1.3197 0.1812
C 0.9810 -1.9552 1.5086
C 0.2588 -3.0811 1.9984
C -0.9019 -3.7570 1.2869
C -0.4548 -4.3114 -0.1046
O 0.5709 -4.8937 -0.1936
Br -1.5549 -4.0896 -1.6945
C 0.7210 -3.5767 3.2495
N 1.7652 -2.9636 3.7942
N 2.1905 -3.4960 5.0629
C 2.6882 -4.6278 4.8428
O 3.1084 -5.6939 4.7108
N 2.4735 -1.9683 3.3837
C 2.1088 -1.4096 2.2404
C 2.9780 -0.2233 1.7709
C 3.6856 -0.6244 0.4264
C 2.1976 1.1426 1.7433
C 2.7923 2.0789 0.6432
H -3.2848 0.9424 1.7065
H -3.4130 -0.3022 0.4190
H -3.5859 -0.7938 2.1783
H -1.3388 -1.0230 2.3847
H -1.0509 0.6348 1.6959
H -1.1482 -0.1172 -0.5997
H -1.6270 -1.7708 -0.1703
H 0.6792 -2.0849 -0.6168
H 1.0967 -0.4101 -0.0669
H -1.7889 -3.1142 1.2031
H -1.1888 -4.6370 1.9012
H 0.2415 -4.4279 3.7470
H 3.7783 -0.1088 2.5280
H 3.7899 -1.7319 0.4238
H 4.7122 -0.2272 0.4320
H 3.1280 -0.3588 -0.4828
H 1.1014 1.0375 1.6809
H 2.4044 1.6420 2.7134
H 2.3601 1.7868 -0.3252
H 3.8982 2.0630 0.6282
H 2.5139 3.1393 0.8133
C 0.8422 2.8161 -4.2298
C 0.9249 1.4612 -4.8969
O 0.8175 0.5202 -3.8171
S -0.1283 1.1330 -2.6753
O -1.4359 0.6089 -2.8383
O 0.5700 1.0716 -1.4411
O -0.1269 2.6535 -3.1814
H 1.7949 3.0929 -3.7741
H 0.5325 3.5970 -4.9185
H 1.8558 1.3208 -5.4399
H 0.0830 1.2978 -5.5732
C -4.1662 -3.7036 6.0937
C -3.5654 -4.7972 5.2362
O -4.0404 -4.5246 3.9135
S -4.2053 -2.9327 3.7265
O -3.0415 -2.4300 3.0685
O -5.5088 -2.6674 3.2520
O -4.1180 -2.5265 5.2773
H -5.2114 -3.9125 6.3299
H -3.6115 -3.5498 7.0165
H -3.8675 -5.7917 5.5551
H -2.4733 -4.7357 5.2244
C -0.5604 7.0120 -6.3973
C 0.4009 8.1744 -6.2627
O 1.6888 7.5648 -6.1150
S 1.7267 6.1929 -6.9524
O 2.3380 6.4420 -8.2043
O 2.1627 5.1524 -6.0869
O 0.1401 6.0422 -7.1847
H -0.7826 6.5664 -5.4246
H -1.4899 7.2975 -6.8843
H 0.1743 8.8051 -5.4067
H 0.4167 8.7844 -7.1687